Entry 1:
Entry from the OMol25 dataset: one molecule with the formula C4H8S in a non-equilibrium geometry (ωB97M-V/def2-TZVPD).

Geometry as XYZ:
```
13
Properties=species:S:1:pos:R:3:forces:R:3
C -1.049568 -0.935132 0.055928 -1.774 1.696 -2.372
C 0.022877 -0.008294 0.498192 3.640 -2.797 -0.202
C -0.111608 1.323725 -0.072073 0.802 3.196 -0.645
C 1.378040 -0.552141 -0.182832 1.445 1.880 3.096
S 2.963664 -0.095059 0.113573 -2.736 -0.701 -0.486
H -1.019704 -1.918041 0.395828 0.283 -1.667 0.796
H -0.952176 -0.937643 -1.058509 -0.329 -0.397 0.601
H -2.076408 -0.530177 0.213303 0.683 -0.201 0.240
H 0.174596 -0.115463 1.575213 0.080 0.692 -0.017
H -0.877783 1.320236 -0.820181 -0.645 0.153 -0.415
H 0.808859 1.777657 -0.615063 -1.358 -0.895 1.301
H -0.403934 1.988615 0.734026 -0.109 0.603 -0.219
H 1.143146 -1.318280 -0.837401 0.018 -1.561 -1.678
```
Positions in Å, forces in eV/Å.

As for the charge: 0. The LUMO energy comes out at -0.308 eV. The strongest force on any atom comes out at 4.60 eV/Å. The relative energy (zero: lowest compared OMol25 entry of this formula, charge and spin) is 102.6 kJ/mol. As for the SMILES: CC(C)C=S.

=====

Entry 2:
Entry from the OMol25 dataset: C47H38BeN3O3P2S as an isolated structure (ωB97M-V/def2-TZVPD).

Geometry as XYZ:
```
95
Properties=species:S:1:pos:R:3:forces:R:3
Be 0.066055 -0.307457 -0.078728 0.057 0.142 0.266
O 1.461998 1.828355 1.938603 0.333 0.083 0.092
C 1.059740 1.650234 3.243648 -0.300 -0.019 0.090
C 1.804630 2.115955 4.316827 0.123 -0.062 -0.009
C 1.311950 1.943958 5.599018 0.006 0.018 -0.017
C 0.089261 1.315179 5.802477 -0.063 -0.031 0.081
C -0.616027 0.804751 4.727493 -0.022 0.044 -0.008
C -0.126938 0.951941 3.429424 0.186 0.042 -0.293
P -0.925943 0.135371 1.991910 -0.289 -0.099 0.483
C -2.448654 1.088043 1.717252 0.035 0.051 -0.150
C -3.382900 0.610589 0.793828 0.051 0.037 -0.020
C -4.517355 1.350314 0.501852 -0.004 -0.028 -0.013
C -4.722955 2.579041 1.115933 -0.002 -0.006 0.005
C -3.793042 3.064918 2.023024 -0.002 0.052 -0.021
C -2.655478 2.327059 2.320795 0.012 -0.066 0.013
C -1.432525 -1.405562 2.858480 0.069 -0.097 -0.095
C -2.710102 -1.948045 2.801472 0.058 0.076 -0.032
C -3.003127 -3.123710 3.480636 -0.087 -0.044 -0.045
C -2.031560 -3.764567 4.228629 0.049 -0.023 0.034
C -0.752323 -3.225369 4.301819 0.015 0.013 -0.015
C -0.453373 -2.060404 3.615342 -0.067 -0.051 -0.128
C 1.481714 3.103087 1.412250 -0.133 0.117 -0.266
C 1.470292 4.272265 2.161880 0.025 -0.037 0.093
C 1.553933 5.492586 1.510121 -0.005 0.005 -0.010
C 1.656499 5.554684 0.128914 0.013 0.067 -0.094
C 1.611579 4.386356 -0.611708 0.011 0.004 0.050
C 1.489337 3.151646 0.018603 -0.144 -0.334 0.299
P 1.253468 1.581757 -0.903954 0.153 0.587 -0.287
C 2.944343 1.347473 -1.547515 -0.040 -0.167 0.048
C 3.508802 2.149836 -2.540332 0.043 -0.039 0.024
C 4.843292 1.996286 -2.879796 -0.047 0.042 -0.023
C 5.626375 1.046187 -2.235206 0.031 -0.038 0.015
C 5.074527 0.249849 -1.244404 0.008 0.006 0.013
C 3.738685 0.405689 -0.900907 0.003 0.047 -0.026
C 0.281728 2.236957 -2.307576 -0.051 -0.061 -0.035
C -0.805881 3.068367 -2.020289 0.051 -0.081 -0.042
C -1.562061 3.612889 -3.046499 -0.015 -0.027 0.005
C -1.247273 3.326476 -4.371280 -0.022 -0.036 0.001
C -0.194734 2.470990 -4.662179 -0.023 -0.017 0.004
C 0.560206 1.918023 -3.633524 -0.026 -0.072 0.053
H 2.756587 2.601326 4.143380 -0.032 -0.003 -0.008
H 1.881291 2.310992 6.442879 -0.006 -0.015 -0.004
H -0.301782 1.202107 6.805357 0.006 0.005 -0.031
H -1.550537 0.282287 4.890547 0.033 -0.019 0.018
H -3.220661 -0.339074 0.297420 -0.052 0.019 0.011
H -5.238865 0.969204 -0.210093 0.023 -0.001 0.020
H -5.608637 3.156667 0.883588 0.019 -0.007 0.017
H -3.950369 4.024570 2.499396 0.011 -0.028 -0.005
H -1.930590 2.714389 3.025636 -0.029 0.022 0.003
H -3.491131 -1.453995 2.242290 -0.022 -0.019 -0.021
H -4.000703 -3.539441 3.414029 0.034 0.022 0.020
H -2.264045 -4.678359 4.760523 -0.017 0.029 -0.019
H 0.008053 -3.704932 4.906918 -0.017 0.004 -0.041
H 0.540650 -1.637776 3.695240 0.069 0.014 0.026
H 1.393623 4.246271 3.238425 0.011 0.002 -0.033
H 1.541705 6.404270 2.093969 0.018 -0.030 -0.006
H 1.743311 6.510175 -0.372243 0.002 -0.035 0.025
H 1.641957 4.437715 -1.692558 -0.027 0.004 0.015
H 2.910088 2.892892 -3.050844 0.046 0.013 0.022
H 5.274787 2.625844 -3.647738 -0.002 -0.027 0.012
H 6.669244 0.931379 -2.503124 -0.031 0.009 -0.005
H 5.681084 -0.491258 -0.738148 -0.018 0.006 0.003
H 3.306848 -0.195415 -0.112702 0.052 0.014 -0.001
H -1.049738 3.299448 -0.989434 -0.030 0.038 -0.016
H -2.391936 4.267879 -2.813517 0.006 -0.020 -0.002
H -1.828694 3.763065 -5.173380 0.018 -0.004 0.020
H 0.046781 2.239955 -5.691822 -0.016 -0.030 0.025
H 1.373224 1.240158 -3.865373 -0.023 0.055 -0.044
C 1.148045 -3.977039 1.095878 -0.344 0.141 -0.186
S 1.948125 -2.381075 0.973764 0.234 -0.136 -0.065
O 1.108018 -1.504582 0.043638 -0.139 -0.370 -0.218
C 3.293132 -2.933806 -0.067237 0.083 0.072 0.169
C 3.202446 -2.873025 -1.445947 -0.183 0.018 -0.054
C 4.247934 -3.378980 -2.204236 -0.016 0.000 0.019
C 5.355927 -3.937433 -1.581416 0.002 0.013 0.021
C 5.432029 -3.989516 -0.194895 0.022 -0.022 -0.037
C 4.397570 -3.479326 0.572963 -0.064 0.070 0.103
H 1.006730 -4.381558 0.095433 0.001 0.000 0.009
H 0.188109 -3.853578 1.588043 -0.095 0.037 0.065
H 1.812168 -4.605880 1.690216 0.031 0.057 -0.021
H 2.325217 -2.441722 -1.912765 0.053 0.004 -0.007
H 4.189073 -3.343332 -3.283853 0.016 0.009 0.011
H 6.164578 -4.335317 -2.179804 0.000 0.001 0.009
H 6.293778 -4.428713 0.289402 0.002 0.016 -0.012
H 4.442592 -3.512601 1.657185 0.050 0.015 -0.055
N -2.446346 0.115308 -2.809458 0.020 0.123 -0.221
C -1.954934 -0.764656 -1.930102 -0.009 -0.007 0.022
O -1.059831 -0.316297 -1.110986 -0.222 -0.276 0.020
C -2.474010 -2.062294 -1.939735 0.086 -0.033 0.065
C -3.334086 -2.456602 -2.998288 -0.056 -0.163 -0.055
N -4.001511 -2.766525 -3.886859 0.025 0.168 0.099
C -2.186361 -2.988473 -0.920000 0.258 0.034 0.126
N -1.954412 -3.734625 -0.072160 0.149 -0.051 0.198
H -2.028745 1.024135 -2.882632 0.106 0.173 -0.037
H -3.088152 -0.199756 -3.518431 -0.022 0.090 -0.002
```
Positions in Å, forces in eV/Å.

As for the charge: +1. The LUMO energy comes out at -1.982 eV. The strongest force on any atom comes out at 0.67 eV/Å.

=====

Entry 3:
Entry from the OMol25 dataset: a 14-piece molecular cluster, C6H39NO14 overall in a non-equilibrium geometry (ωB97M-V/def2-TZVPD).

Geometry as XYZ:
```
60
Properties=species:S:1:pos:R:3:forces:R:3
C -0.200703 -1.200043 -3.804130 0.610 0.330 0.254
O 1.171901 -0.992085 -4.216171 0.236 -0.334 0.598
C -0.670804 -0.206636 -2.752014 0.234 0.344 0.383
C 0.098989 -0.320135 -1.417866 -0.216 -0.864 -0.696
C -0.633931 -1.085847 -0.319539 0.002 0.645 0.268
N -2.812829 1.065330 1.916423 -0.069 1.422 1.308
C -1.709092 0.516856 1.260078 -0.439 -0.020 0.215
C -1.823614 -0.373077 0.278599 0.348 0.069 -0.238
H -0.747306 -1.045366 -4.726405 -0.351 -0.366 -0.030
H -0.287750 -2.214645 -3.405086 -0.244 -0.099 -0.316
H 1.788729 -1.360885 -3.548392 -0.597 0.264 -0.623
H -0.554969 0.807191 -3.135379 -0.022 0.031 -0.192
H -1.744038 -0.328190 -2.578822 0.016 -0.076 -0.075
H 0.399830 0.640703 -1.064498 0.095 0.784 0.360
H 1.035763 -0.847088 -1.627583 -0.006 0.000 0.101
H 0.074367 -1.296975 0.479921 0.101 -0.152 0.061
H -0.960209 -2.027455 -0.724258 -0.129 -0.632 -0.128
H -3.685985 1.025226 1.416953 -0.030 0.041 -0.077
H -2.704222 1.963803 2.446713 0.062 -1.378 -1.088
H -0.757584 0.812255 1.691399 -0.176 -0.171 -0.494
H -2.817846 -0.581201 -0.111764 0.057 -0.029 -0.004
H 0.659796 -2.835373 2.762185 0.405 -0.229 0.001
H 2.035620 -3.558762 2.617090 -0.522 0.704 -0.210
O 1.528866 -2.787835 2.289019 0.316 -0.538 0.081
H 0.059795 0.765582 3.143773 1.195 0.690 0.118
H 0.939654 1.904043 2.365060 -0.345 -1.035 1.080
O 0.913021 1.261198 3.156639 -0.790 0.677 -0.857
H -2.996740 2.919041 -2.638272 -0.134 -0.181 -0.394
H -4.151975 2.994052 -3.642701 -0.048 0.042 -0.059
O -3.785420 2.431931 -2.957729 -0.018 -0.099 0.188
H -1.016669 -2.460616 4.213248 0.225 -0.672 -0.403
H -1.320663 -3.783116 3.412255 0.287 0.308 0.187
O -0.597950 -3.271196 3.827775 -0.755 0.233 0.087
H 1.655470 3.979620 -2.200131 -0.745 -0.681 0.415
H 1.521706 2.446308 -2.369143 -0.449 0.535 0.302
O 1.062953 3.236484 -1.932962 1.294 0.034 -0.942
H -2.489807 -0.508064 4.292629 0.869 -0.380 0.286
H -1.807916 -0.775355 5.640591 -0.153 0.257 1.583
O -1.693865 -0.902181 4.721712 -0.739 0.362 -1.950
H 1.091749 3.025430 -0.079611 0.301 -0.108 1.264
H 2.264871 2.556722 0.839577 -0.813 0.315 -0.085
O 1.336723 2.928710 0.885797 0.455 -0.258 -0.968
H -0.676155 3.586942 -2.267057 -0.696 0.128 0.380
H -1.843630 3.742481 -1.234493 0.222 0.015 0.535
O -1.630345 3.834531 -2.159288 0.638 0.036 -0.566
H -3.587112 -5.219705 2.868820 0.424 0.492 -0.583
H -3.321012 -4.243684 1.669687 -0.355 0.109 -0.181
O -2.898349 -4.746084 2.362544 0.033 -0.534 0.833
H 2.920526 -1.688764 -1.527281 1.048 1.170 -0.732
H 4.356993 -1.156725 -1.872680 0.227 -0.113 0.045
O 3.430578 -1.033579 -2.089441 -1.051 -1.331 1.006
H 2.799040 0.500163 -2.682759 -0.248 0.760 -0.424
H 1.917020 0.740418 -3.892467 -0.038 0.080 0.069
O 2.420636 1.236259 -3.222434 0.224 -0.278 0.392
H 2.347447 0.251670 2.930549 -0.025 -0.462 -0.031
H 2.466323 -1.240654 2.454812 0.382 0.747 0.059
O 2.979650 -0.393588 2.546037 -0.259 -0.327 -0.071
H 3.423956 0.798646 1.321039 0.347 0.152 -0.773
H 3.557539 1.038574 -0.229851 -0.060 -0.144 0.059
O 3.668969 1.474729 0.619306 -0.132 -0.285 0.672
```
Positions in Å, forces in eV/Å.

As for the charge: 0. The LUMO energy comes out at 0.064 eV. The strongest force on any atom comes out at 2.12 eV/Å. The relative energy (zero: lowest compared OMol25 entry of this formula, charge and spin) is 217.7 kJ/mol.

=====

Number 1: HOMO-LUMO gap 8.359 eV. Number 2: HOMO-LUMO gap 8.338 eV. Number 3: HOMO-LUMO gap 8.332 eV.